Record 1
This record from the Open Molecules 2025 dataset describes a molecular structure, C49H48N2O6P2PbS2. The level of theory is the ωB97M-V functional and the def2-TZVPD basis.

Element x y z (Å)
Pb  -0.51132  0.99655  0.02862
O  -2.70294  -0.76362  2.53096
S  -1.27068  -0.76496  2.20789
C  -0.43568  -0.02984  3.61652
C  -1.13314  -0.09066  4.81595
C  -0.57504  0.46950  5.95364
C  0.65909  1.10164  5.88341
C  1.32657  1.19350  4.67249
C  0.78526  0.63310  3.51610
P  1.63720  0.86973  1.92570
C  2.96619  -0.34354  1.86532
C  4.03383  -0.14652  0.98874
C  5.05011  -1.08138  0.91377
C  4.99361  -2.23023  1.69119
C  3.92707  -2.43741  2.55302
C  2.91508  -1.49423  2.64763
C  2.40800  2.50604  2.05624
C  3.72529  2.69526  2.46625
C  4.24100  3.98065  2.56922
C  3.45037  5.07919  2.26674
C  2.13236  4.89581  1.86755
C  1.61526  3.61600  1.76190
C  -0.63223  -2.44064  2.18464
C  -0.29798  -3.01627  3.40679
C  0.07752  -4.34752  3.47087
C  0.10570  -5.09473  2.30763
C  -0.22996  -4.51594  1.09070
C  -0.61093  -3.18189  0.99215
P  -1.01262  -2.46020  -0.71584
C  -2.76879  -2.11756  -0.27861
C  -3.49668  -0.99620  -0.68132
C  -4.82048  -0.83632  -0.29896
C  -5.45720  -1.81897  0.43952
C  -4.76402  -2.96601  0.80010
C  -3.42845  -3.10194  0.46921
C  -0.93890  -3.85351  -1.83990
C  -2.10427  -4.30501  -2.45368
C  -2.04288  -5.33946  -3.37442
C  -0.82371  -5.92001  -3.68966
C  0.34159  -5.47378  -3.07960
C  0.28867  -4.44359  -2.15473
H  -2.10688  -0.56250  4.84053
H  -1.10759  0.41754  6.89390
H  1.09506  1.54212  6.77023
H  2.26879  1.72428  4.61928
H  4.08504  0.74847  0.37821
H  5.88206  -0.91961  0.24171
H  5.78563  -2.96428  1.62618
H  3.88709  -3.32940  3.16416
H  2.09821  -1.65452  3.33910
H  4.35136  1.84762  2.71127
H  5.26500  4.12040  2.88885
H  3.85984  6.07764  2.34391
H  1.51090  5.75226  1.63729
H  0.57421  3.47978  1.48656
H  -0.33063  -2.43287  4.31500
H  0.33688  -4.79176  4.42227
H  0.38341  -6.14025  2.33886
H  -0.21376  -5.13590  0.20628
H  -3.04975  -0.25255  -1.32431
H  -5.35988  0.05091  -0.60299
H  -6.49472  -1.70059  0.72260
H  -5.26071  -3.75187  1.35324
H  -2.91135  -3.99811  0.78186
H  -3.05494  -3.83896  -2.23257
H  -2.94934  -5.68324  -3.85382
H  -0.77992  -6.72450  -4.41182
H  1.29116  -5.93471  -3.31624
H  1.20063  -4.13499  -1.65919
O  -1.72384  -1.65787  -3.96524
C  -0.89883  -1.25344  -3.20348
O  -1.13285  -1.12562  -1.87037
C  0.43360  -0.70703  -3.62201
C  0.43378  0.84794  -3.56149
C  1.47059  1.37615  -4.54832
C  2.78507  0.97251  -3.83222
C  2.26006  0.36895  -2.52941
O  1.05142  1.12208  -2.28178
C  1.67556  -1.04691  -2.75716
C  1.68807  -1.72881  -1.38673
O  2.75716  -2.05902  -0.96187
O  0.61891  -1.93254  -0.55416
H  0.58420  -1.03889  -4.64664
H  -0.54926  1.31163  -3.60762
H  1.38805  2.45547  -4.65662
H  1.35745  0.92576  -5.53226
H  3.39853  1.84451  -3.61544
H  3.39121  0.26670  -4.39727
H  2.92924  0.43528  -1.67674
H  2.37204  -1.65286  -3.33445
C  -3.25699  6.47308  -0.41894
C  -1.84941  6.17408  0.07009
N  -1.69448  4.78634  0.53623
C  -2.18114  4.18407  1.62259
S  -2.15264  2.45432  1.77808
N  -2.74418  4.82508  2.64195
C  -2.71458  6.24511  3.02707
C  -1.35264  6.67414  3.54802
H  -3.33748  7.52285  -0.70010
H  -4.00287  6.26752  0.34998
H  -3.50201  5.86956  -1.29284
H  -1.53070  6.85873  0.85020
H  -1.13271  6.28742  -0.74223
H  -1.37662  4.14205  -0.16618
H  -3.02820  4.19404  3.37673
H  -3.47161  6.34720  3.80206
H  -3.04890  6.86232  2.19860
H  -1.07890  6.10806  4.43826
H  -1.36988  7.73180  3.81007
H  -0.57247  6.52121  2.79980

Output
Relative energy (zero: lowest compared OMol25 entry of this formula, charge and spin) in kJ/mol: 0.0
Total charge: +2
Spin multiplicity: 1
HOMO level in eV: -13.30
Molecular weight in g/mol: 1094.21
LUMO level in eV: -5.62

---

Record 2
This record from the Open Molecules 2025 dataset describes C3H3N3O2 in the gas phase in a non-equilibrium geometry. The level of theory is the ωB97M-V functional and the def2-TZVPD basis.

Element x y z (Å)
H  1.93665  1.35535  -1.16672
N  2.16682  1.01041  -0.25011
C  1.08174  0.41688  -0.02825
N  0.73483  0.25943  1.39935
N  -0.35630  -0.54475  1.68109
C  -1.07308  -0.95274  0.59326
C  -0.94570  -0.28369  -0.73036
O  -1.84434  -0.35159  -1.55536
O  0.18653  0.20488  -1.01430
H  1.16539  1.07112  2.13843
H  -2.03469  -1.41103  0.76534

Output
Relative energy (zero: lowest compared OMol25 entry of this formula, charge and spin) in kJ/mol: 391.5
Total charge: 0
Spin multiplicity: 1
HOMO level in eV: -9.75
Molecular weight in g/mol: 113.08
SMILES: [H]/N=c1/[nH]ncc(=O)o1
LUMO level in eV: -0.50

---

Record 3
This record from the Open Molecules 2025 dataset describes a molecular structure, C3H5O3Pt in a non-equilibrium geometry. The level of theory is the ωB97M-V functional and the def2-TZVPD basis.

Element x y z (Å)
C  -0.83494  -0.40064  -0.19791
O  -1.93737  -0.62623  -0.75094
O  0.23258  -0.64415  -0.99462
O  -0.52546  0.57071  0.67793
C  1.32995  0.20710  -0.64843
C  0.88581  0.79520  0.69437
H  1.44914  0.96845  -1.42920
H  2.23949  -0.39847  -0.57333
H  1.06387  1.87203  0.77621
H  1.33065  0.27998  1.55512
Pt  -3.34746  -1.24849  -0.18735
H  -1.88625  -1.37549  1.07817

Output
Relative energy (zero: lowest compared OMol25 entry of this formula, charge and spin) in kJ/mol: 379.4
Total charge: 0
Spin multiplicity: 4
HOMO level (alpha / beta) in eV: -6.21 / -9.23
Molecular weight in g/mol: 284.15
LUMO level (alpha / beta) in eV: 0.05 / -0.96

---

Record 4
This record from the Open Molecules 2025 dataset describes 2 unconnected molecules or ions with the total composition H4OS in a non-equilibrium geometry. The level of theory is the ωB97M-V functional and the def2-TZVPD basis.

Element x y z (Å)
O  -1.17607  -1.85674  -0.85439
H  -1.14466  -0.93677  -0.50666
H  -0.93482  -2.42102  -0.08521
S  0.95918  1.16356  0.68477
H  1.29491  2.31563  1.29448
H  1.00148  1.73535  -0.53301

Output
Relative energy (zero: lowest compared OMol25 entry of this formula, charge and spin) in kJ/mol: 7.8
Total charge: 0
Spin multiplicity: 1
HOMO level in eV: -10.07
Molecular weight in g/mol: 52.10
SMILES: O.S
LUMO level in eV: 0.74